Run a
Below is a single C3H5NO3 molecule, with properties calculated with ωB97M-V/def2-TZVPD.

The geometry in ORCA input format:
```
! RIJCOSX wB97M-V def2-TZVPD def2/J DEFGRID3
* xyz 0 1
O -0.39 1.56 -1.16
O 0.68 -2.01 1.19
O 0.80 0.42 0.42
N -0.34 -1.63 0.37
C 0.38 1.72 -0.02
C -0.15 -0.50 -0.04
C -1.01 0.26 -0.97
H -0.02 2.32 0.76
H -1.15 -0.23 -1.93
H 0.32 -2.00 2.07
H 1.26 2.29 -0.44
H -2.00 0.45 -0.49
*
```

For the orbital gap, the calculation gives 10.6 eV. Its structure (SMILES) is O/N=C1/COCO1.

In elementary charge units, the Mulliken charges are: -0.34, -0.33, -0.33, -0.55, -0.14, 0.60, -0.17, 0.29, 0.27, 0.32, 0.16, 0.21


Run b
Below is a 2-piece molecular cluster, C3H5NO3 overall, with properties calculated with ωB97M-V/def2-TZVPD.

The geometry in ORCA input format:
```
! RIJCOSX wB97M-V def2-TZVPD def2/J DEFGRID3
* xyz 0 1
O 2.11 -1.07 -0.28
O -3.17 -0.70 0.34
O -2.16 1.25 -0.40
N 0.48 1.07 0.06
C -0.05 -0.24 0.51
C -2.55 0.22 0.01
C 0.80 -1.26 0.24
H 2.30 -1.50 -1.07
H 0.74 1.83 0.79
H 1.23 1.01 -0.61
H -0.36 1.51 -0.37
H 0.63 -2.12 0.82
*
```

For the orbital gap, the calculation gives 8.5 eV.

In elementary charge units, the Mulliken charges are: -0.54, -0.33, -0.54, -0.25, -0.78, 0.83, -0.14, 0.31, 0.33, 0.31, 0.42, 0.38


Run c
Below is a single C3H5NO3 molecule, with properties calculated with ωB97M-V/def2-TZVPD.

The geometry in ORCA input format:
```
! RIJCOSX wB97M-V def2-TZVPD def2/J DEFGRID3
* xyz 0 1
O 1.13 1.16 1.28
O -1.75 0.57 1.08
O 2.44 -0.19 0.12
N 1.38 0.24 0.53
C -0.96 -0.33 1.06
C 0.04 -0.48 -0.06
C -0.34 0.28 -1.25
H 0.47 0.22 -1.95
H -0.41 1.35 -0.87
H -1.06 -1.33 1.77
H 0.34 -1.46 -0.14
H -1.29 -0.01 -1.57
*
```

For the orbital gap, the calculation gives 10.6 eV. Its structure (SMILES) is C[C@H](C=O)[N+](=O)[O-].

In elementary charge units, the Mulliken charges are: -0.51, -0.41, -0.54, 0.80, 0.06, 0.10, -1.26, 0.40, 0.33, 0.24, 0.45, 0.34


What are the relative energies? In eV: run a 0.205; run b 0.000; run c 1.161.


Run a
Below is a single C21H32N4O3 molecule, with properties calculated with ωB97M-V/def2-TZVPD.

The geometry in ORCA input format:
```
! RIJCOSX wB97M-V def2-TZVPD def2/J DEFGRID3
* xyz 0 1
O 3.29 -0.72 3.81
O 0.63 2.30 0.36
O 0.03 -2.82 0.76
N -1.20 -2.31 2.49
N 2.25 -1.57 2.01
N 2.80 2.02 -0.24
N -1.30 -2.90 0.33
C -1.06 -0.67 -1.45
C 1.47 1.72 -0.31
C -1.96 -2.59 1.40
C 1.04 0.67 -1.33
C 1.30 -2.35 2.78
C 4.29 1.45 2.31
C 4.06 0.08 1.71
C -0.45 0.51 -1.41
C 3.82 1.10 -0.71
C 3.24 3.09 0.65
C 3.17 -0.77 2.60
C -2.55 -0.89 -1.50
C -7.14 0.65 -3.01
C 4.46 2.72 1.49
C 5.39 0.44 2.32
C 0.01 -2.47 2.04
C -4.84 -0.12 -2.27
C -3.45 -2.54 1.43
C 4.02 -0.13 0.19
C -5.65 0.98 -2.95
C -3.35 0.21 -2.20
H 5.67 -0.02 3.26
H -3.80 -1.51 1.54
H 3.51 3.95 0.03
H 3.23 -0.84 -0.09
H 4.94 -0.63 -0.12
H -3.22 1.16 -1.66
H -7.56 0.52 -2.02
H 1.12 -1.89 3.74
H -5.22 -0.29 -1.26
H -0.46 -1.57 -1.41
H 3.53 0.73 -1.69
H 1.42 0.97 -2.32
H -2.71 -1.83 -2.03
H 5.35 2.66 0.86
H 6.24 0.57 1.65
H -2.95 0.37 -3.20
H -2.91 -1.03 -0.48
H 1.50 -0.29 -1.09
H -1.02 1.43 -1.42
H -4.97 -1.06 -2.82
H -5.27 1.15 -3.96
H -3.90 -2.99 0.55
H 2.12 -1.53 1.02
H 2.42 3.38 1.30
H 4.74 1.65 -0.90
H 3.86 1.65 3.28
H -3.82 -3.08 2.30
H -7.32 -0.27 -3.58
H 4.64 3.55 2.17
H -7.70 1.45 -3.50
H 1.70 -3.35 2.97
H -5.51 1.92 -2.41
*
```

For the orbital gap, the calculation gives 9.8 eV. Its structure (SMILES) is CCCCC/C=C/CC(=O)N1CC[C@@H]2C[C@]2(C(=O)NCc2nc(C)no2)CC1.

In elementary charge units, the Mulliken charges are: -0.73, -0.70, -0.16, -0.64, -0.08, 0.30, -0.46, -0.42, 0.88, 0.92, -0.50, -0.80, 0.03, 1.70, -0.62, -1.50, -0.79, -0.01, -0.06, -1.28, -1.21, -1.34, 0.66, -0.72, -1.32, -1.09, -0.34, -0.68, 0.34, 0.29, 0.25, 0.40, 0.45, 0.35, 0.32, 0.43, 0.28, 0.58, 0.59, 0.41, 0.42, 0.37, 0.27, 0.32, -0.42, 0.13, 0.26, 0.39, 0.32, 0.34, 0.27, 0.47, 0.43, 0.53, 0.41, 0.31, 0.45, 0.39, 0.31, 0.32


Run b
Below is a single C21H32N4O3 molecule, with properties calculated with ωB97M-V/def2-TZVPD.

The geometry in ORCA input format:
```
! RIJCOSX wB97M-V def2-TZVPD def2/J DEFGRID3
* xyz 0 1
O 0.58 1.23 -2.41
O -3.21 -2.20 -0.67
O -1.77 -0.58 1.47
N -1.55 1.98 -2.53
N -1.26 -1.18 -1.12
N -0.34 -1.98 2.36
N -1.85 -0.40 2.86
C -2.81 2.26 -1.88
C 0.90 1.20 1.58
C -0.54 -1.93 -0.13
C -1.60 1.76 -3.98
C -2.81 0.93 -4.39
C 5.48 -1.04 1.45
C -0.85 -1.52 1.27
C 3.22 0.14 1.46
C -4.24 -0.86 -3.14
C -3.56 1.00 -1.40
C -0.35 2.09 -0.38
C 6.59 -1.65 2.28
C -0.40 1.72 -1.86
C -0.74 -1.42 4.78
C -3.27 -0.31 -2.15
C 2.09 0.69 2.33
C -2.60 -1.33 -1.27
C 0.87 1.56 0.30
C 4.34 -0.47 2.29
C -0.99 -1.26 3.32
C -2.91 -0.35 -3.62
H -3.31 0.83 -0.35
H 2.48 1.48 2.98
H 5.89 -0.24 0.82
H -0.01 1.30 2.16
H -2.18 -1.10 -3.89
H -1.25 1.74 0.14
H -4.42 -1.93 -3.12
H -2.66 2.94 -1.04
H 4.74 0.28 2.98
H 2.81 -0.62 0.78
H -0.94 -2.45 5.07
H 3.93 -1.27 2.92
H -5.11 -0.26 -3.37
H -1.37 -0.75 5.35
H -0.75 -0.53 -1.70
H -0.68 1.24 -4.25
H 7.39 -2.05 1.66
H -0.37 3.19 -0.33
H 0.31 -1.21 5.00
H 3.63 0.93 0.83
H -4.63 1.20 -1.41
H 1.76 -0.10 3.00
H 7.03 -0.91 2.96
H 0.53 -1.80 -0.29
H 1.76 1.48 -0.32
H -1.61 2.72 -4.49
H -0.76 -3.00 -0.22
H -3.73 1.51 -4.26
H -2.74 0.73 -5.46
H 6.21 -2.47 2.90
H 5.07 -1.79 0.76
H -3.42 2.82 -2.60
*
```

For the orbital gap, the calculation gives 10.0 eV. Its structure (SMILES) is CCCCC/C=C/CC(=O)N1CC[C@@H]2C[C@]2(C(=O)NCc2nc(C)no2)CC1.

In elementary charge units, the Mulliken charges are: -0.68, -0.68, 0.17, 0.29, 0.11, -0.68, -0.76, -1.36, -0.55, -1.17, -0.78, -1.10, -0.33, 0.86, -0.33, -0.89, -0.63, -0.31, -1.28, 0.36, -1.18, 1.38, -0.42, -0.45, -0.45, -0.79, 0.93, 0.08, 0.16, 0.42, 0.33, 0.56, 0.36, 0.12, 0.32, 0.48, 0.33, 0.02, 0.30, 0.38, 0.26, 0.30, 0.32, 0.44, 0.38, 0.53, 0.28, 0.35, 0.51, -0.09, 0.32, 0.40, 0.29, 0.30, 0.37, 0.37, 0.44, 0.31, 0.31, 0.47


What are the relative energies? In eV: run a 0.607; run b 0.000.


Run a
Below is a single C21H32N4O3 molecule, with properties calculated with ωB97M-V/def2-TZVPD.

The geometry in ORCA input format:
```
! RIJCOSX wB97M-V def2-TZVPD def2/J DEFGRID3
* xyz 0 1
O -3.66 2.76 -2.87
O -1.99 2.36 2.28
O -1.67 0.44 -2.35
N -1.03 -0.64 -2.97
N -2.41 2.69 -0.99
N -4.06 1.54 1.87
N 0.35 1.13 -2.86
C -4.91 0.63 1.12
C 0.10 -0.29 0.30
C -4.81 2.44 -0.78
C -4.99 0.97 -0.39
C -3.60 2.66 -1.66
C 1.19 -0.99 -3.92
C -4.70 2.73 2.43
C 0.15 -0.17 -3.25
C -0.59 0.21 1.32
C 2.16 -1.62 -0.19
C 5.71 -2.88 -1.21
C -5.99 3.30 -1.11
C -5.75 3.32 1.49
C -5.18 3.59 0.12
C -2.09 0.13 1.41
C 1.59 -0.25 0.15
C 4.22 -2.94 -0.89
C -1.17 2.74 -1.72
C -2.70 1.44 1.89
C 3.65 -1.58 -0.51
C -0.79 1.43 -2.33
H 1.62 -2.03 -1.05
H -2.39 2.75 0.02
H -6.97 2.87 -0.96
H 4.05 -3.64 -0.07
H -0.08 0.69 2.15
H -4.21 0.40 -0.91
H -2.50 -0.15 0.43
H -5.17 2.46 3.39
H -3.91 3.45 2.64
H -4.56 -0.39 1.24
H 1.84 0.44 -0.65
H 2.05 0.14 1.07
H -5.91 3.96 -1.96
H -0.37 3.05 -1.04
H 5.90 -2.20 -2.05
H 4.20 -1.18 0.35
H 1.48 -0.53 -4.87
H -1.24 3.48 -2.52
H -0.44 -0.77 -0.51
H 6.10 -3.86 -1.49
H 3.67 -3.33 -1.75
H -5.94 0.59 -0.78
H 0.82 -2.00 -4.11
H -4.52 4.45 0.07
H -6.12 4.24 1.94
H -2.40 -0.64 2.11
H -6.61 2.65 1.41
H -5.90 0.67 1.57
H 1.98 -2.32 0.64
H 3.83 -0.87 -1.33
H 2.08 -1.04 -3.30
H 6.28 -2.52 -0.36
*
```

For the orbital gap, the calculation gives 10.1 eV. Its structure (SMILES) is CCCCC/C=C/CC(=O)N1CC[C@@H]2C[C@]2(C(=O)NCc2nc(C)no2)CC1.

In elementary charge units, the Mulliken charges are: -0.68, -0.66, 0.09, -0.73, 0.15, 0.30, -0.69, -1.33, -0.34, 1.39, -0.68, -0.43, -1.10, -0.75, 0.96, -0.55, -0.64, -1.28, -0.90, -1.13, 0.11, -0.04, -1.22, -0.32, -1.09, 0.33, -0.77, 0.83, 0.32, 0.25, 0.25, 0.32, 0.33, 0.16, 0.09, 0.30, 0.44, 0.50, 0.35, 0.50, 0.33, 0.39, 0.32, 0.43, 0.36, 0.35, 0.38, 0.38, 0.29, 0.51, 0.28, 0.36, 0.44, 0.53, 0.38, 0.48, 0.42, 0.31, 0.13, 0.31


Run b
Below is a single C21H32N4O3 molecule, with properties calculated with ωB97M-V/def2-TZVPD.

The geometry in ORCA input format:
```
! RIJCOSX wB97M-V def2-TZVPD def2/J DEFGRID3
* xyz 0 1
O -0.12 -3.30 1.72
O -2.63 0.95 -0.31
O 1.50 -0.78 1.50
N -3.08 0.65 1.89
N -0.80 -1.64 0.36
N 2.83 -1.29 -0.16
N 2.79 -0.43 1.92
C -2.88 -3.19 2.89
C -4.57 -1.31 2.21
C -0.28 2.27 0.00
C 1.03 2.15 -0.17
C 3.53 -0.75 0.90
C -1.68 -0.87 3.31
C -0.93 -2.42 1.47
C -2.54 0.40 3.22
C 0.38 -1.73 -0.45
C -4.39 0.07 1.60
C 2.97 1.16 -6.16
C 2.36 1.85 -3.80
C 1.62 1.49 -2.52
C -1.01 1.81 1.23
C 5.00 -0.55 0.89
C 1.75 2.55 -1.43
C 1.62 -1.28 0.28
C 2.23 0.79 -4.88
C -3.46 -2.26 1.86
C -2.31 1.11 0.86
C -2.06 -2.04 2.39
H -0.37 1.14 1.81
H -2.57 -4.18 2.59
H 0.56 1.33 -2.73
H -1.67 -1.21 4.35
H -3.28 -3.11 3.89
H 0.26 -1.10 -1.33
H 1.98 2.81 -4.18
H 3.42 2.01 -3.57
H -3.49 -2.64 0.84
H -1.51 -0.96 0.11
H -0.65 -0.61 3.08
H -3.40 0.34 3.89
H -5.52 -1.72 1.86
H 2.87 0.38 -6.92
H 0.56 -2.75 -0.78
H 1.62 1.67 0.61
H 5.30 -0.01 0.00
H 2.61 -0.16 -4.49
H -4.48 0.02 0.51
H 1.17 0.63 -5.10
H 1.34 3.49 -1.81
H 2.01 0.53 -2.14
H 2.58 2.09 -6.58
H -0.88 2.73 -0.77
H 5.50 -1.52 0.87
H 2.81 2.73 -1.22
H 5.31 -0.01 1.78
H -5.16 0.74 1.97
H -1.26 2.65 1.88
H 4.04 1.30 -5.97
H -1.95 1.26 3.55
H -4.65 -1.24 3.30
*
```

For the orbital gap, the calculation gives 10.1 eV. Its structure (SMILES) is CCCCC/C=C/CC(=O)N1CC[C@@H]2C[C@]2(C(=O)NCc2nc(C)no2)CC1.

In elementary charge units, the Mulliken charges are: -0.68, -0.67, 0.14, 0.30, 0.08, -0.69, -0.70, -0.91, -1.14, -0.71, -0.01, 0.94, -0.52, -0.44, -1.34, -1.07, -0.78, -1.30, -0.85, 0.10, -0.24, -1.19, -1.38, 0.62, -0.29, 0.09, 0.44, 1.37, 0.00, 0.33, 0.43, 0.56, 0.25, 0.52, 0.35, 0.35, 0.38, 0.29, 0.01, 0.46, 0.44, 0.38, 0.38, 0.44, 0.29, 0.31, 0.45, 0.34, 0.38, -0.12, 0.32, 0.29, 0.28, 0.39, 0.31, 0.30, 0.53, 0.32, 0.47, 0.38


What are the relative energies? In eV: run a 0.000; run b 0.057.